# 1
{"formula": "C18H26N2O4S", "method": "ωB97M-V with the def2-TZVPD basis set", "spin_multiplicity": 1, "smiles": "COc1ccc(C(=O)N2CCCC2)cc1S(=O)(=O)N1CCC(C)CC1", "homo_lumo_gap_ev": 9.514, "relative_energy_kcal_mol": 44.6, "homo_ev": -8.89, "elements": ["C", "H", "H", "H", "O", "C", "C", "C", "C", "C", "C", "H", "H", "C", "O", "N", "C", "C", "H", "C", "H", "C", "H", "H", "H", "H", "H", "H", "H", "S", "O", "O", "N", "C", "C", "H", "H", "C", "C", "H", "H", "H", "C", "C", "H", "H", "H", "H", "H", "H", "H"], "positions_angstrom": [[-1.32, -4.29, 0.43], [-2.33, -4.48, 0.79], [-0.61, -4.81, 1.07], [-1.23, -4.65, -0.60], [-1.16, -2.89, 0.50], [0.02, -2.35, 0.14], [0.13, -0.96, 0.26], [1.29, -0.30, -0.08], [2.39, -1.01, -0.55], [2.28, -2.39, -0.69], [1.12, -3.06, -0.35], [1.08, -4.13, -0.47], [3.12, -2.94, -1.09], [3.65, -0.34, -0.99], [4.20, -0.64, -2.04], [4.16, 0.61, -0.18], [3.79, 0.91, 1.19], [5.11, 1.33, 1.82], [4.96, 1.95, 2.71], [5.79, 2.08, 0.68], [6.87, 2.15, 0.81], [5.41, 1.25, -0.54], [5.28, 1.86, -1.44], [6.16, 0.48, -0.77], [5.38, 3.09, 0.60], [5.69, 0.45, 2.10], [3.33, 0.04, 1.67], [3.07, 1.74, 1.22], [1.29, 0.77, 0.01], [-1.26, -0.04, 0.90], [-1.63, -0.55, 2.18], [-0.90, 1.36, 0.82], [-2.44, -0.45, -0.21], [-2.41, 0.34, -1.43], [-3.14, 1.67, -1.27], [-2.60, 2.28, -0.55], [-3.16, 2.19, -2.23], [-4.57, 1.44, -0.77], [-5.30, 2.77, -0.57], [-4.78, 3.38, 0.16], [-6.31, 2.60, -0.22], [-5.34, 3.32, -1.51], [-4.52, 0.64, 0.53], [-3.77, -0.67, 0.32], [-3.64, -1.20, 1.26], [-4.31, -1.31, -0.39], [-3.99, 1.22, 1.29], [-5.53, 0.44, 0.90], [-5.12, 0.85, -1.52], [-1.36, 0.50, -1.67], [-2.87, -0.27, -2.22]]}



# 2
{"formula": "C7H10NP", "method": "ωB97M-V with the def2-TZVPD basis set", "spin_multiplicity": 1, "homo_lumo_gap_ev": [7.857, 7.858], "relative_energy_kcal_mol": 59.6, "homo_ev": [-8.04, -8.04], "elements": ["C", "C", "C", "C", "C", "C", "C", "N", "P", "H", "H", "H", "H", "H", "H", "H", "H", "H", "H"], "positions_angstrom": [[1.17, -1.52, 0.15], [-0.08, -1.69, 0.62], [1.33, 0.98, 0.32], [0.24, 0.99, 1.24], [-0.08, -0.14, -1.23], [1.31, -0.23, -0.64], [-0.88, -0.64, -0.01], [-2.96, 0.69, -0.85], [-2.49, -0.10, 0.44], [2.12, -1.92, 0.55], [-0.61, -2.37, 1.30], [1.21, 1.84, -0.39], [2.27, 0.80, 0.75], [0.06, 0.23, 2.03], [-0.20, 1.99, 1.40], [-0.47, 0.92, -1.50], [-0.30, -0.79, -2.03], [2.22, -0.24, -1.30], [-3.85, 1.17, -0.83]]}



# 3
{"formula": "C30H27BeClF6Ge2NO4P", "method": "ωB97M-V with the def2-TZVPD basis set", "spin_multiplicity": 1, "homo_lumo_gap_ev": 8.071, "relative_energy_kcal_mol": 0.0, "homo_ev": -8.96, "elements": ["Be", "Cl", "C", "C", "C", "C", "O", "C", "C", "O", "C", "H", "H", "H", "H", "O", "C", "N", "C", "O", "C", "C", "C", "C", "C", "C", "H", "H", "H", "H", "C", "Ge", "C", "C", "Ge", "C", "C", "C", "C", "C", "C", "C", "C", "C", "C", "C", "C", "H", "H", "H", "H", "H", "H", "H", "H", "H", "H", "H", "H", "H", "H", "H", "H", "H", "H", "H", "F", "P", "F", "F", "F", "F", "F"], "positions_angstrom": [[0.92, -1.46, -1.86], [-4.86, -5.05, -2.16], [-3.52, -4.01, -1.82], [-3.31, -3.54, -0.52], [-2.28, -2.68, -0.23], [-1.39, -2.25, -1.23], [-0.44, -1.36, -0.97], [-1.56, -2.81, -2.52], [-0.60, -2.55, -3.55], [0.47, -1.96, -3.37], [-2.65, -3.65, -2.81], [-3.98, -3.86, 0.27], [-2.12, -2.35, 0.78], [-0.83, -2.92, -4.56], [-2.77, -4.03, -3.82], [0.69, 1.46, -0.89], [1.70, 1.09, -1.49], [1.92, -0.15, -1.98], [3.18, -0.19, -2.60], [3.65, -1.15, -3.15], [3.80, 1.17, -2.45], [5.01, 1.66, -2.87], [5.28, 3.00, -2.59], [4.36, 3.80, -1.92], [3.13, 3.28, -1.49], [2.88, 1.95, -1.78], [5.72, 1.04, -3.39], [6.22, 3.44, -2.91], [4.60, 4.83, -1.72], [2.42, 3.89, -0.96], [-3.02, 3.14, 1.16], [-2.30, 1.93, -0.22], [-1.61, 3.06, -1.65], [-3.82, 0.93, -0.97], [-0.64, 0.43, 0.87], [0.86, 1.26, 1.82], [1.92, 0.61, 2.44], [2.87, 1.35, 3.13], [2.76, 2.73, 3.23], [1.70, 3.38, 2.63], [0.76, 2.65, 1.92], [-1.48, -0.83, 2.13], [-0.87, -1.92, 2.75], [-1.58, -2.69, 3.65], [-2.90, -2.39, 3.95], [-3.52, -1.29, 3.35], [-2.81, -0.53, 2.44], [-3.77, 3.78, 0.68], [-2.24, 3.79, 1.56], [-3.50, 2.62, 1.99], [-2.44, 3.68, -1.99], [-1.24, 2.46, -2.48], [-0.80, 3.70, -1.30], [-4.50, 1.67, -1.40], [-4.36, 0.35, -0.22], [-3.49, 0.26, -1.77], [2.04, -0.46, 2.37], [3.71, 0.83, 3.60], [3.51, 3.29, 3.78], [1.61, 4.46, 2.70], [-0.06, 3.17, 1.43], [0.15, -2.18, 2.53], [-1.10, -3.54, 4.12], [-3.46, -3.00, 4.65], [-4.54, -1.04, 3.59], [-3.30, 0.31, 1.96], [1.74, -2.73, -1.27], [2.31, -2.98, 0.36], [2.76, -3.13, 1.87], [1.49, -1.58, 0.70], [0.94, -3.77, 0.61], [3.57, -2.09, -0.03], [3.02, -4.29, -0.14]]}



# 4
{"formula": "H12O6", "method": "ωB97M-V with the def2-TZVPD basis set", "spin_multiplicity": 1, "smiles": "O.O.O.O.O.O", "homo_lumo_gap_ev": 10.268, "relative_energy_kcal_mol": 37.0, "homo_ev": -10.13, "elements": ["O", "H", "H", "O", "H", "H", "O", "H", "H", "O", "H", "H", "O", "H", "H", "O", "H", "H"], "positions_angstrom": [[8.20, 23.86, -8.87], [7.92, 22.98, -8.73], [7.55, 24.48, -9.21], [10.47, 23.71, -6.67], [11.20, 23.07, -6.75], [10.64, 24.37, -7.32], [8.08, 24.51, -3.49], [7.99, 24.71, -4.42], [7.69, 23.66, -3.34], [8.22, 21.65, -5.76], [8.86, 21.46, -6.46], [8.01, 22.62, -5.87], [7.53, 24.31, -6.04], [6.88, 25.03, -5.92], [7.98, 24.59, -6.80], [5.08, 25.22, -5.39], [4.29, 25.48, -4.93], [4.78, 24.62, -6.10]]}



# 5
{"formula": "C2H4CuO3", "method": "ωB97M-V with the def2-TZVPD basis set", "spin_multiplicity": 1, "charge": 1, "homo_lumo_gap_ev": 8.545, "relative_energy_kcal_mol": 78.6, "homo_ev": -13.88, "elements": ["H", "O", "C", "Cu", "H", "H", "O", "C", "O", "H"], "positions_angstrom": [[-0.30, 0.73, 1.34], [-0.02, 0.27, 0.49], [1.35, -0.30, 0.14], [2.60, -0.78, 2.30], [1.71, 0.46, -0.58], [1.17, -1.21, -0.45], [-2.30, 0.38, 0.40], [-1.28, 0.32, -0.21], [-1.05, 0.07, -1.47], [-1.87, 0.06, -1.97]]}



# 6
{"formula": "C2H3Br", "method": "ωB97M-V with the def2-TZVPD basis set", "spin_multiplicity": 1, "homo_lumo_gap_ev": 9.616, "relative_energy_kcal_mol": 62.2, "homo_ev": -9.67, "elements": ["C", "C", "Br", "H", "H", "H"], "positions_angstrom": [[0.62, 0.56, -0.03], [-0.31, -0.38, -0.05], [-2.12, -0.03, -0.06], [1.69, 0.27, 0.08], [0.42, 1.68, 0.00], [-0.29, -2.11, 0.05]]}



# 7
{"formula": "C50H70CsGeN7OP3S", "method": "ωB97M-V with the def2-TZVPD basis set", "spin_multiplicity": 2, "s_squared": 0.794, "homo_lumo_gap_ev": [6.755, 4.849], "relative_energy_kcal_mol": 0.5, "homo_ev": [-6.61, -6.61], "elements": ["Cs", "C", "C", "C", "P", "C", "N", "Ge", "N", "C", "P", "C", "C", "C", "C", "C", "C", "C", "C", "C", "C", "C", "C", "N", "C", "C", "C", "C", "C", "C", "C", "C", "C", "C", "C", "C", "N", "C", "P", "C", "C", "C", "C", "C", "C", "C", "C", "C", "H", "H", "H", "H", "H", "H", "H", "H", "H", "H", "H", "H", "H", "H", "H", "H", "H", "H", "H", "H", "H", "H", "H", "H", "H", "H", "H", "H", "H", "H", "H", "H", "H", "H", "H", "H", "H", "H", "H", "H", "H", "H", "H", "H", "H", "H", "H", "H", "H", "H", "H", "H", "H", "H", "H", "H", "H", "H", "H", "H", "S", "C", "C", "C", "C", "C", "N", "H", "H", "H", "H", "N", "C", "O", "C", "C", "C", "N", "C", "C", "H", "H", "H", "H", "H", "H"], "positions_angstrom": [[-1.79, 0.75, -0.07], [-2.30, -3.40, -3.45], [-1.28, -3.81, -2.40], [0.14, -3.52, -2.88], [-1.59, -2.92, -0.81], [-0.45, -3.85, 0.33], [0.88, -3.28, 0.38], [1.30, -1.40, 0.26], [2.31, -1.26, 1.94], [1.61, -1.01, 3.18], [0.19, 0.14, 2.87], [-0.82, 0.08, 4.43], [-2.09, -0.73, 4.18], [-0.09, -0.43, 5.68], [0.95, 1.83, 2.90], [1.79, 2.07, 1.64], [1.72, 2.22, 4.16], [3.65, -1.00, 1.80], [4.50, -0.32, 2.69], [5.83, -0.10, 2.35], [6.36, -0.54, 1.15], [5.54, -1.25, 0.28], [4.23, -1.47, 0.61], [3.33, -2.29, -0.19], [3.22, -3.63, 0.40], [4.35, -4.38, 0.68], [4.23, -5.65, 1.23], [2.96, -6.14, 1.49], [1.83, -5.39, 1.24], [1.93, -4.10, 0.68], [3.56, -2.26, -1.61], [3.80, -3.41, -2.33], [4.01, -3.35, -3.71], [4.00, -2.13, -4.37], [3.74, -0.97, -3.67], [3.47, -0.99, -2.27], [3.11, 0.05, -1.52], [2.87, 1.34, -2.09], [1.01, 1.56, -2.26], [0.87, 3.34, -2.84], [0.33, 4.17, -1.68], [2.12, 3.98, -3.43], [0.67, 0.58, -3.80], [-0.85, 0.36, -3.90], [1.21, 1.12, -5.12], [-3.23, -3.62, -0.25], [-3.27, -5.13, -0.07], [-3.69, -2.89, 1.02], [-2.06, -3.86, -4.41], [-2.31, -2.32, -3.59], [-3.32, -3.71, -3.19], [-1.36, -4.89, -2.21], [0.30, -2.44, -3.01], [0.32, -4.00, -3.85], [0.90, -3.88, -2.18], [-0.39, -4.88, -0.04], [-0.93, -3.89, 1.32], [2.27, -0.64, 3.96], [1.18, -1.95, 3.56], [-1.11, 1.13, 4.60], [-1.84, -1.77, 3.92], [-2.68, -0.32, 3.36], [-2.72, -0.76, 5.07], [0.14, -1.49, 5.59], [-0.74, -0.32, 6.56], [0.84, 0.10, 5.88], [0.06, 2.47, 2.82], [2.71, 1.49, 1.66], [2.05, 3.12, 1.57], [1.24, 1.79, 0.73], [2.58, 1.57, 4.32], [1.09, 2.18, 5.05], [2.09, 3.24, 4.07], [4.12, 0.05, 3.63], [6.46, 0.44, 3.05], [7.40, -0.36, 0.91], [5.93, -1.63, -0.66], [5.33, -3.96, 0.47], [5.11, -6.23, 1.45], [2.85, -7.13, 1.93], [0.86, -5.78, 1.49], [3.82, -4.37, -1.83], [4.19, -4.26, -4.26], [4.19, -2.08, -5.43], [3.73, -0.03, -4.19], [3.38, 1.54, -3.04], [3.19, 2.09, -1.37], [0.10, 3.30, -3.62], [1.01, 4.15, -0.83], [-0.64, 3.80, -1.33], [0.20, 5.22, -1.98], [2.91, 4.07, -2.68], [1.89, 5.00, -3.77], [2.52, 3.43, -4.28], [1.13, -0.39, -3.60], [-1.39, 1.31, -3.97], [-1.23, -0.19, -3.03], [-1.10, -0.22, -4.79], [0.70, 2.05, -5.40], [1.04, 0.40, -5.92], [2.28, 1.33, -5.08], [-3.92, -3.34, -1.05], [-2.63, -5.46, 0.75], [-2.97, -5.68, -0.97], [-4.29, -5.45, 0.18], [-2.96, -3.01, 1.83], [-4.64, -3.30, 1.36], [-3.84, -1.83, 0.84], [-4.97, 0.79, 1.03], [-5.16, 2.22, 0.07], [-6.42, 2.86, -0.03], [-6.56, 4.00, -0.78], [-5.45, 4.54, -1.44], [-4.26, 3.85, -1.31], [-4.10, 2.73, -0.61], [-7.25, 2.41, 0.49], [-7.53, 4.48, -0.87], [-5.51, 5.44, -2.03], [-3.37, 4.22, -1.81], [-6.29, 5.99, 1.87], [-5.01, 6.45, 1.80], [-4.73, 7.63, 1.71], [-3.94, 5.39, 1.88], [-2.70, 5.65, 1.31], [-1.73, 4.67, 1.38], [-1.92, 3.49, 1.99], [-3.10, 3.27, 2.56], [-4.14, 4.18, 2.52], [-7.01, 6.66, 1.69], [-6.47, 5.04, 1.58], [-2.51, 6.60, 0.82], [-0.76, 4.82, 0.93], [-3.24, 2.31, 3.03], [-5.09, 3.94, 2.98]]}



# 8
{"formula": "C63H63F9IN2O2", "method": "ωB97M-V with the def2-TZVPD basis set", "spin_multiplicity": 1, "charge": -1, "homo_lumo_gap_ev": 6.276, "homo_ev": -4.51, "elements": ["C", "C", "I", "C", "C", "N", "C", "C", "C", "C", "N", "C", "O", "O", "H", "H", "H", "H", "H", "H", "H", "H", "H", "H", "H", "H", "H", "H", "H", "H", "H", "H", "F", "C", "C", "C", "C", "C", "C", "H", "H", "H", "H", "H", "F", "C", "C", "C", "C", "C", "C", "H", "H", "H", "H", "H", "F", "C", "C", "C", "C", "C", "C", "H", "H", "H", "H", "H", "F", "C", "C", "C", "C", "C", "C", "H", "H", "H", "H", "H", "F", "C", "C", "C", "C", "C", "C", "H", "H", "H", "H", "H", "F", "C", "C", "C", "C", "C", "C", "H", "H", "H", "H", "H", "F", "C", "C", "C", "C", "C", "C", "H", "H", "H", "H", "H", "F", "C", "C", "C", "C", "C", "C", "H", "H", "H", "H", "H", "F", "C", "C", "C", "C", "C", "C", "H", "H", "H", "H", "H"], "positions_angstrom": [[1.64, -1.61, 0.51], [2.25, -2.88, 1.10], [1.38, -3.33, 3.01], [2.30, -4.06, 0.12], [1.08, -4.97, -0.02], [-0.20, -4.27, 0.08], [-0.63, -3.66, -1.21], [-1.49, -2.44, -0.96], [-2.86, -2.80, -0.36], [-2.78, -3.01, 1.16], [-3.13, -4.38, 1.55], [1.12, -6.19, 0.92], [2.15, -6.90, 0.81], [0.10, -6.39, 1.64], [1.48, -1.71, -0.56], [0.73, -1.31, 1.02], [2.34, -0.80, 0.64], [3.28, -2.64, 1.32], [3.18, -4.66, 0.30], [2.46, -3.60, -0.86], [1.16, -5.41, -1.02], [-0.85, -5.02, 0.27], [-1.24, -4.37, -1.76], [0.26, -3.43, -1.78], [-1.64, -1.93, -1.91], [-1.03, -1.74, -0.28], [-3.57, -2.00, -0.58], [-3.19, -3.72, -0.83], [-3.42, -2.31, 1.69], [-1.77, -2.79, 1.49], [-2.92, -5.01, 0.79], [-2.54, -4.67, 2.33], [0.63, 0.17, -2.80], [-0.17, 0.43, -3.86], [-1.49, 0.76, -3.64], [-2.30, 1.04, -4.74], [-1.78, 0.95, -6.02], [-0.45, 0.60, -6.22], [0.36, 0.34, -5.13], [-1.87, 0.82, -2.63], [-3.33, 1.31, -4.58], [-2.42, 1.17, -6.87], [-0.05, 0.53, -7.22], [1.40, 0.08, -5.25], [-0.57, 4.23, -4.97], [0.54, 4.67, -4.33], [0.95, 5.97, -4.51], [2.08, 6.42, -3.84], [2.79, 5.55, -3.02], [2.36, 4.24, -2.86], [1.22, 3.79, -3.51], [0.38, 6.63, -5.16], [2.41, 7.44, -3.97], [3.67, 5.90, -2.50], [2.91, 3.57, -2.22], [0.87, 2.78, -3.39], [-5.84, -1.75, 2.40], [-6.73, -2.76, 2.40], [-8.07, -2.46, 2.48], [-9.00, -3.49, 2.47], [-8.57, -4.81, 2.39], [-7.21, -5.09, 2.32], [-6.27, -4.07, 2.31], [-8.38, -1.42, 2.55], [-10.06, -3.27, 2.52], [-9.29, -5.61, 2.39], [-6.88, -6.12, 2.25], [-5.20, -4.29, 2.22], [-5.80, -4.31, -3.48], [-7.01, -4.12, -2.92], [-7.07, -3.76, -1.58], [-8.32, -3.56, -1.01], [-9.47, -3.72, -1.76], [-9.38, -4.08, -3.10], [-8.14, -4.28, -3.69], [-6.16, -3.64, -1.01], [-8.39, -3.27, 0.03], [-10.44, -3.57, -1.31], [-10.28, -4.22, -3.69], [-8.05, -4.56, -4.73], [4.21, 0.27, 0.18], [4.56, 1.04, 1.23], [4.30, 2.39, 1.18], [4.65, 3.18, 2.27], [5.25, 2.61, 3.38], [5.50, 1.24, 3.41], [5.15, 0.44, 2.33], [3.84, 2.82, 0.30], [4.46, 4.25, 2.25], [5.53, 3.23, 4.22], [5.97, 0.79, 4.27], [5.32, -0.62, 2.34], [5.77, -0.72, 6.30], [6.11, 0.05, 7.35], [5.86, 1.40, 7.30], [6.20, 2.19, 8.38], [6.79, 1.62, 9.50], [7.04, 0.26, 9.54], [6.69, -0.54, 8.46], [5.40, 1.83, 6.41], [6.01, 3.26, 8.35], [7.06, 2.25, 10.35], [7.50, -0.19, 10.41], [6.86, -1.61, 8.47], [4.05, -4.67, -6.47], [4.02, -3.76, -5.47], [5.17, -3.54, -4.74], [5.14, -2.60, -3.71], [3.96, -1.92, -3.43], [2.82, -2.17, -4.17], [2.85, -3.09, -5.20], [6.07, -4.09, -4.97], [6.03, -2.41, -3.13], [3.94, -1.20, -2.62], [1.91, -1.64, -3.94], [1.97, -3.30, -5.80], [-5.49, 2.51, -5.46], [-5.25, 3.54, -6.30], [-4.03, 4.19, -6.21], [-3.78, 5.24, -7.08], [-4.74, 5.63, -8.00], [-5.96, 4.97, -8.06], [-6.21, 3.91, -7.21], [-3.30, 3.87, -5.48], [-2.83, 5.76, -7.03], [-4.54, 6.46, -8.67], [-6.71, 5.27, -8.78], [-7.15, 3.37, -7.24], [5.29, 5.27, 6.79], [5.32, 6.18, 7.78], [6.50, 6.39, 8.46], [6.53, 7.33, 9.47], [5.39, 8.05, 9.80], [4.21, 7.82, 9.10], [4.17, 6.89, 8.08], [7.38, 5.81, 8.20], [7.45, 7.51, 10.02], [5.42, 8.78, 10.59], [3.32, 8.38, 9.35], [3.26, 6.70, 7.52]]}